Entry 1:
The following is a quantum chemistry calculation of C27H73CrF3KN8O17PS3 as an isolated structure in a non-equilibrium geometry, from the OMol25 dataset.

Values from the calculation:
Net charge: -2
Spin multiplicity: 5
E_tot: -6269.78876 a.u.

Each line ends with the Löwdin spin population.
Geometry (Å):
Cr: 0.062 -3.036 -1.451  3.740
K: -3.224 -1.132 2.804  0.000
S: -3.183 -3.405 -0.231  0.004
O: -2.862 -4.291 0.887  0.003
O: -1.921 -3.158 -1.048  0.031
O: -4.174 -3.988 -1.158  -0.001
O: -3.757 -2.129 0.324  0.002
S: 1.070 -5.332 -0.002  0.005
O: 2.380 -5.938 -0.317  0.004
O: 0.412 -5.952 1.135  0.004
O: 1.207 -3.842 0.311  0.040
O: 0.207 -5.310 -1.238  0.033
C: 1.053 0.783 1.071  0.002
F: 2.190 0.134 0.849  0.000
F: 1.009 1.088 2.380  0.001
F: 1.104 1.958 0.412  0.000
S: -0.429 -0.223 0.543  0.009
O: -0.836 -0.831 1.789  0.001
O: -1.386 0.724 0.029  0.002
O: 0.081 -1.147 -0.424  0.034
O: 2.072 -2.828 -2.196  0.020
P: 3.501 -2.508 -2.235  0.004
N: 4.358 -3.399 -3.338  0.000
C: 4.390 -2.960 -4.723  0.000
C: 4.421 -4.850 -3.155  0.000
N: 4.342 -2.785 -0.863  0.001
C: 3.650 -2.715 0.424  0.000
C: 5.768 -3.023 -0.820  0.000
N: 3.683 -0.888 -2.612  0.001
C: 2.483 -0.094 -2.847  0.000
C: 4.870 -0.358 -3.204  0.000
H: 3.644 -2.198 -4.957  0.000
H: 4.219 -3.797 -5.407  0.000
H: 5.376 -2.568 -5.010  0.000
H: 5.456 -5.165 -3.350  0.000
H: 3.778 -5.373 -3.863  0.000
H: 4.186 -5.102 -2.120  0.000
H: 3.502 -3.700 0.869  0.000
H: 4.254 -2.128 1.134  0.000
H: 2.676 -2.245 0.344  0.000
H: 6.042 -3.886 -1.433  0.000
H: 6.351 -2.156 -1.148  0.000
H: 6.063 -3.293 0.193  0.000
H: 2.134 -0.189 -3.885  0.000
H: 1.718 -0.361 -2.124  0.000
H: 2.731 0.966 -2.716  0.000
H: 5.725 -1.020 -3.078  0.000
H: 5.132 0.629 -2.808  0.000
H: 4.742 -0.229 -4.293  0.000
C: 2.048 -3.669 3.970  0.000
C: 0.523 -3.691 4.272  0.000
C: 0.101 -2.536 5.130  0.000
O: 0.339 -2.849 6.509  0.000
C: 0.097 -1.756 7.346  0.000
N: -0.215 -3.616 3.007  0.000
H: 2.385 -2.628 3.905  0.000
H: 2.221 -4.193 3.031  0.000
H: 2.654 -4.154 4.744  0.000
H: 0.343 -4.654 4.756  0.000
H: -0.989 -2.410 5.004  0.000
H: 0.601 -1.596 4.863  0.000
H: 0.807 -0.941 7.148  0.000
H: 0.309 -2.073 8.372  0.000
H: -0.950 -1.436 7.286  0.000
H: -0.406 -2.656 2.719  0.000
H: 0.403 -3.861 2.224  0.000
C: -1.268 1.068 5.683  0.000
C: -1.574 2.253 4.771  0.000
C: -0.521 3.339 4.821  0.000
O: -0.899 4.364 3.938  0.000
C: -0.110 5.510 4.044  0.000
N: -1.930 1.774 3.412  0.000
H: -0.180 0.998 5.786  0.000
H: -1.683 0.131 5.329  0.000
H: -1.628 1.269 6.694  0.000
H: -2.475 2.744 5.172  0.000
H: 0.462 2.918 4.534  0.000
H: -0.375 3.716 5.844  0.000
H: 0.879 5.407 3.571  0.000
H: 0.076 5.793 5.089  0.000
H: -0.624 6.321 3.528  0.000
H: -1.058 1.309 3.157  0.000
H: -2.041 2.594 2.823  0.000
C: -5.575 3.089 -2.140  0.000
C: -4.308 2.938 -1.332  0.000
C: -4.295 3.723 -0.039  0.000
O: -5.176 3.146 0.901  0.000
C: -5.182 3.809 2.130  0.000
N: -4.004 1.507 -1.104  0.000
H: -6.409 2.659 -1.585  0.000
H: -5.507 2.604 -3.111  0.000
H: -5.754 4.156 -2.327  0.000
H: -3.418 3.241 -1.897  0.000
H: -4.501 4.806 -0.120  0.000
H: -3.274 3.692 0.382  0.000
H: -5.471 4.864 2.046  0.000
H: -4.220 3.675 2.644  0.000
H: -5.941 3.323 2.748  0.000
H: -4.360 1.238 -0.187  0.000
H: -3.005 1.391 -0.944  0.000
C: -0.704 5.136 0.353  0.000
C: 0.051 5.423 -0.941  0.000
C: -0.375 6.684 -1.668  0.000
O: -1.771 6.795 -1.676  0.000
C: -2.287 7.398 -2.847  0.000
N: 1.507 5.436 -0.678  0.000
H: -1.761 5.380 0.237  0.000
H: -0.332 5.589 1.269  0.000
H: -0.711 4.046 0.455  0.000
H: -0.165 4.562 -1.585  0.000
H: -0.016 6.593 -2.707  0.000
H: 0.160 7.547 -1.243  0.000
H: -1.977 6.817 -3.721  0.000
H: -1.998 8.451 -2.887  0.000
H: -3.372 7.312 -2.784  0.000
H: 1.691 4.810 0.098  0.000
H: 1.972 5.009 -1.471  0.000
C: -0.488 -4.003 -6.046  0.002
C: -0.154 -3.250 -4.778  0.003
C: -1.145 -2.135 -4.498  0.002
O: -0.795 -1.504 -3.289  0.026
C: -1.938 -0.761 -2.819  0.002
N: -0.002 -4.105 -3.593  0.021
H: -1.441 -4.534 -5.950  0.000
H: 0.236 -4.784 -6.298  0.000
H: -0.531 -3.355 -6.929  0.000
H: 0.865 -2.846 -4.853  0.000
H: -2.155 -2.556 -4.539  0.000
H: -1.073 -1.429 -5.346  0.001
H: -1.736 0.315 -2.920  0.000
H: -2.092 -0.994 -1.775  0.000
H: -2.840 -0.948 -3.397  0.000
H: 0.859 -4.636 -3.681  0.001
H: -0.680 -4.860 -3.487  0.001

Entry 2:
The following is a quantum chemistry calculation of a 15-piece molecular cluster, C30H89O15 overall in a non-equilibrium geometry, from the OMol25 dataset.

Values from the calculation:
Net charge: -1
Spin multiplicity: 1
E_tot: -2324.92258 a.u.

Each line ends with the Löwdin charge.
Geometry (Å):
C: 0.342 -0.193 0.744  -0.082
C: 0.341 0.530 -0.604  -0.426
O: -0.789 0.231 -1.324  -0.320
H: -0.079 -1.189 0.606  0.052
H: -0.249 0.258 1.541  0.050
H: 1.342 -0.380 1.135  0.044
H: 1.270 0.273 -1.114  0.077
H: 0.409 1.613 -0.499  0.074
C: 4.230 0.787 -3.187  -0.083
C: 5.161 1.028 -2.036  -0.314
O: 6.360 1.644 -2.532  -0.094
H: 4.616 0.136 -3.971  0.081
H: 3.971 1.727 -3.674  0.074
H: 3.313 0.303 -2.850  0.054
H: 5.539 0.120 -1.567  0.098
H: 4.751 1.730 -1.309  0.108
H: 7.063 1.286 -1.984  0.069
C: -2.332 5.585 0.314  -0.077
C: -2.211 4.584 -0.854  -0.323
O: -3.473 4.393 -1.463  -0.079
H: -3.188 5.434 0.972  0.069
H: -2.545 6.585 -0.066  0.067
H: -1.348 5.698 0.770  0.053
H: -1.735 3.654 -0.542  0.090
H: -1.496 4.976 -1.579  0.101
H: -3.377 3.570 -1.948  0.028
C: -1.938 2.731 2.356  -0.069
C: -3.411 2.720 2.097  -0.314
O: -4.097 3.376 3.161  -0.089
H: -1.655 2.288 3.311  0.068
H: -1.575 3.758 2.334  0.062
H: -1.399 2.224 1.555  0.061
H: -3.789 1.698 2.129  0.082
H: -3.743 3.134 1.145  0.107
H: -5.007 3.523 2.895  0.075
C: -2.178 -5.571 0.546  -0.074
C: -0.736 -5.124 0.312  -0.268
O: -0.707 -3.695 0.485  -0.125
H: -2.418 -5.226 1.552  0.068
H: -2.291 -6.654 0.585  0.066
H: -2.850 -5.228 -0.241  0.065
H: -0.546 -5.335 -0.741  0.105
H: -0.041 -5.662 0.956  0.113
H: -1.090 -3.273 -0.288  0.023
C: 0.146 1.316 -6.175  -0.066
C: 0.214 1.243 -4.607  -0.296
O: 0.292 -0.109 -4.220  -0.105
H: 0.270 2.366 -6.442  0.061
H: -0.719 0.928 -6.713  0.060
H: 0.974 0.752 -6.604  0.064
H: -0.556 1.708 -3.991  0.096
H: 1.130 1.749 -4.301  0.086
H: 0.138 -0.104 -3.272  0.026
C: 2.764 -2.529 -1.378  -0.086
C: 2.051 -2.689 -2.677  -0.330
O: 1.122 -3.717 -2.521  -0.066
H: 3.260 -3.478 -1.174  0.078
H: 2.162 -2.294 -0.500  0.061
H: 3.542 -1.768 -1.418  0.055
H: 2.764 -2.839 -3.488  0.117
H: 1.587 -1.734 -2.923  0.086
H: 0.340 -3.334 -2.116  0.036
C: 1.002 0.810 4.370  -0.097
C: 2.029 1.732 3.758  -0.303
O: 2.479 2.578 4.810  -0.082
H: 0.624 0.055 3.681  0.039
H: 0.133 1.345 4.751  0.071
H: 1.378 0.275 5.243  0.078
H: 1.621 2.263 2.897  0.110
H: 2.917 1.187 3.439  0.089
H: 1.663 2.978 5.119  0.073
C: 1.662 3.845 -2.051  -0.083
C: 1.411 4.472 -0.677  -0.289
O: 1.118 5.884 -0.871  -0.094
H: 0.772 3.883 -2.679  0.070
H: 1.863 2.774 -2.014  0.049
H: 2.507 4.325 -2.545  0.077
H: 2.286 4.302 -0.050  0.107
H: 0.511 4.036 -0.244  0.079
H: 0.824 6.189 -0.010  0.061
C: -4.304 -1.237 2.035  -0.074
C: -3.353 -1.368 0.839  -0.288
O: -3.374 -0.061 0.253  -0.092
H: -4.019 -0.418 2.694  0.058
H: -4.239 -2.134 2.651  0.055
H: -5.330 -1.129 1.681  0.073
H: -3.560 -2.155 0.113  0.102
H: -2.349 -1.569 1.213  0.086
H: -2.522 0.092 -0.161  0.028
C: 4.838 -0.180 1.623  -0.083
C: 5.910 0.729 2.230  -0.314
O: 7.034 -0.073 2.484  -0.073
H: 5.082 -0.547 0.626  0.054
H: 3.906 0.370 1.491  0.059
H: 4.662 -1.057 2.246  0.058
H: 5.523 1.299 3.074  0.110
H: 6.196 1.424 1.441  0.105
H: 6.987 -0.359 3.399  0.083
C: 2.631 -2.880 4.002  -0.058
C: 1.968 -3.119 2.622  -0.327
O: 0.914 -4.017 2.717  -0.081
H: 1.955 -2.308 4.637  0.056
H: 3.532 -2.305 3.788  0.047
H: 2.913 -3.757 4.585  0.069
H: 2.668 -3.438 1.849  0.108
H: 1.560 -2.163 2.293  0.078
H: 0.435 -3.909 1.893  0.019
C: -4.463 1.881 -4.365  -0.070
C: -3.570 0.993 -3.482  -0.293
O: -2.889 1.845 -2.570  -0.115
H: -3.866 2.569 -4.963  0.074
H: -5.068 2.476 -3.681  0.071
H: -5.138 1.257 -4.951  0.067
H: -2.729 0.590 -4.046  0.102
H: -4.158 0.238 -2.959  0.107
H: -2.166 1.342 -2.189  0.030
C: -1.348 -1.730 4.339  -0.076
C: -2.002 -3.082 4.615  -0.324
O: -2.924 -2.829 5.632  -0.082
H: -0.757 -1.435 5.206  0.069
H: -2.052 -0.915 4.173  0.075
H: -0.637 -1.879 3.526  0.055
H: -1.299 -3.874 4.873  0.112
H: -2.566 -3.414 3.744  0.090
H: -3.232 -3.643 6.038  0.080
C: -2.556 -3.799 -3.318  -0.082
C: -2.029 -2.447 -3.061  -0.290
O: -1.411 -2.482 -1.775  -0.125
H: -3.091 -3.879 -4.265  0.078
H: -3.273 -3.995 -2.520  0.074
H: -1.750 -4.531 -3.355  0.080
H: -2.847 -1.730 -3.121  0.106
H: -1.274 -2.169 -3.796  0.113
H: -1.264 -1.552 -1.585  0.039

Entry 3:
The following is a quantum chemistry calculation of an isolated ion of composition C4H6ClN2 and charge +1 in a non-equilibrium geometry, from the OMol25 dataset.

Values from the calculation:
Net charge: +1
ΔE to the lowest compared entry with this formula, charge and spin: 68.53 kcal per mole
Spin multiplicity: 1
E_tot: -725.34686 a.u.

Each line ends with the Löwdin charge.
Geometry (Å):
C: -0.009 -0.080 -1.702  -0.236
C: 0.607 1.313 0.087  -0.141
C: -0.646 -0.294 1.354  -0.136
C: 0.138 -1.349 -1.278  -0.420
N: 0.411 1.028 -1.148  0.097
N: 0.057 0.898 1.338  -0.003
Cl: 0.699 -1.575 0.310  1.008
H: -0.297 -0.082 -2.801  0.160
H: 1.245 2.244 0.161  0.159
H: -0.724 -0.724 2.411  0.135
H: -1.570 -0.481 0.806  0.117
H: -0.134 -2.266 -1.776  0.085
H: 0.224 1.369 2.239  0.175

Entry 4:
The following is a quantum chemistry calculation of one molecule with the formula C7H7NO in a non-equilibrium geometry, from the OMol25 dataset.

Values from the calculation:
ΔE to the lowest compared entry with this formula, charge and spin: 67.83 kcal per mole
Spin multiplicity: 1
E_tot: -400.80270 a.u.

Each line ends with the Löwdin charge.
Geometry (Å):
C: 1.173 -1.104 -1.601  -0.055
C: -0.213 -1.348 -1.379  -0.077
C: 1.815 -0.025 -1.024  -0.058
C: -0.820 -0.829 -0.299  -0.039
C: 1.150 0.479 0.053  -0.028
C: -0.138 0.166 0.423  -0.181
C: -1.827 1.342 1.430  0.058
N: -0.660 0.810 1.602  -0.334
O: 0.109 0.970 2.544  -0.025
H: 1.647 -1.755 -2.259  0.081
H: -0.801 -2.190 -1.836  0.126
H: 2.842 0.173 -1.150  0.099
H: -1.718 -1.274 -0.039  0.097
H: 1.725 0.957 0.843  0.126
H: -2.144 2.082 2.273  0.126
H: -2.141 1.548 0.420  0.082